# 1
The following is a quantum chemistry calculation of a structure of composition C14H21N9O3S5Sb2Tc, from the OMol25 dataset.

Values from the calculation:
Max |F| (eV/A): 0.6
HOMO (eV): -10.379

Geometry as ORCA input:
```
! RIJCOSX wB97M-V def2-TZVPD def2/J DEFGRID3
* xyz 1 1
Tc -0.622 0.397 0.845
N 4.301 -5.828 -1.982
C 3.207 -5.146 -1.548
C 2.077 -5.012 -2.371
C 0.971 -4.324 -1.932
C 0.972 -3.760 -0.660
C 2.081 -3.884 0.173
C 3.191 -4.568 -0.267
S -0.414 -2.887 -0.107
O -1.556 -3.217 -0.906
O -0.522 -2.983 1.326
N -0.086 -1.270 -0.341
C 0.730 -0.633 -1.194
N 1.446 -1.142 -2.192
C 2.129 -0.263 -2.911
C 2.116 1.116 -2.689
C 1.346 1.562 -1.637
N 0.671 0.693 -0.893
H 4.297 -6.294 -2.870
H 5.087 -5.978 -1.379
H 2.077 -5.467 -3.354
H 0.096 -4.227 -2.560
H 2.056 -3.460 1.169
H 4.051 -4.682 0.381
H 2.715 -0.677 -3.724
H 2.679 1.796 -3.308
H 1.263 2.610 -1.372
S -4.075 -3.735 2.582
Sb -3.293 -1.741 2.174
S -2.999 -0.409 0.315
S -1.305 -0.671 3.118
S -3.211 -0.016 3.824
C -0.085 2.418 4.295
Sb -0.870 2.732 2.355
C 0.335 4.346 1.694
C -2.705 3.699 2.778
H -0.083 3.364 4.832
H 0.930 2.035 4.215
H -0.695 1.695 4.834
H 0.287 5.151 2.425
H -0.032 4.701 0.733
H 1.368 4.017 1.592
H -2.512 4.544 3.437
H -3.383 2.998 3.262
H -3.154 4.049 1.852
O 0.755 0.278 1.717
N -2.491 4.865 -1.936
N -2.344 3.515 -1.683
N -2.633 2.597 -2.573
C -2.248 1.494 -1.950
N -1.755 1.772 -0.736
N -1.811 3.079 -0.585
H -3.073 4.948 -2.763
H -2.947 5.296 -1.138
H -2.329 0.504 -2.367
*
```



# 2
The following is a quantum chemistry calculation of a cluster of 23 separate species, C46H138O46 in total at a distorted geometry, from the OMol25 dataset.

Values from the calculation:
Max |F| (eV/A): 5.1
HOMO (eV): -9.627

Geometry as ORCA input:
```
! RIJCOSX wB97M-V def2-TZVPD def2/J DEFGRID3
* xyz 0 1
C -0.685 -6.120 2.677
C 0.609 -6.161 3.463
O 1.759 -5.677 2.844
O -0.944 -4.747 2.297
H -1.434 -6.456 3.415
H -0.713 -6.762 1.804
H 0.644 -7.253 3.809
H 0.569 -5.628 4.425
H 1.778 -5.989 1.921
H -0.997 -4.576 1.406
C 0.813 -2.630 4.471
C -0.461 -2.831 5.154
O -1.543 -2.818 4.267
O 1.156 -1.282 4.114
H 0.742 -3.105 3.507
H 1.663 -3.017 5.017
H -0.706 -2.155 5.974
H -0.317 -3.814 5.555
H -1.398 -3.581 3.711
H 0.938 -0.631 4.757
C 2.811 4.880 -3.046
C 2.221 3.951 -2.168
O 1.812 2.805 -2.799
O 2.062 4.956 -4.284
H 3.771 4.386 -3.285
H 2.970 5.903 -2.673
H 1.374 4.423 -1.625
H 3.030 3.651 -1.436
H 1.510 3.073 -3.700
H 1.256 5.441 -4.100
C 2.519 -2.592 -4.956
C 1.427 -1.713 -4.415
O 0.856 -0.954 -5.453
O 3.582 -1.862 -5.601
H 2.147 -3.248 -5.724
H 2.976 -3.156 -4.138
H 1.933 -1.022 -3.678
H 0.753 -2.321 -3.846
H -0.128 -0.923 -5.389
H 3.218 -1.205 -6.203
C 1.634 2.661 4.616
C 2.332 2.020 5.733
O 1.847 0.689 5.767
O 2.182 2.367 3.405
H 1.886 3.771 4.785
H 0.619 2.441 4.658
H 2.136 2.623 6.608
H 3.398 2.030 5.489
H 2.592 0.128 6.084
H 1.754 3.002 2.776
C -6.410 1.412 2.259
C -5.715 0.379 1.335
O -4.439 0.861 1.052
O -5.577 1.666 3.430
H -7.431 1.095 2.475
H -6.445 2.340 1.704
H -6.378 0.280 0.524
H -5.629 -0.587 1.869
H -4.204 0.690 0.145
H -5.566 0.904 4.019
C 2.386 6.028 1.448
C 1.458 5.425 2.453
O 0.722 4.327 2.068
O 1.542 6.699 0.441
H 2.865 5.218 0.960
H 3.137 6.741 1.903
H 0.838 6.294 2.832
H 2.130 5.099 3.286
H 0.160 4.531 1.299
H 2.064 7.284 -0.204
C -1.735 1.033 -3.590
C -2.099 2.256 -2.784
O -3.088 2.169 -1.776
O -1.208 -0.132 -2.895
H -0.990 1.366 -4.347
H -2.555 0.534 -4.087
H -2.500 2.915 -3.586
H -1.144 2.717 -2.439
H -2.676 2.013 -0.938
H -0.567 0.267 -2.286
C 5.696 -3.815 -1.770
C 6.052 -3.640 -0.264
O 6.123 -2.227 -0.157
O 4.369 -3.443 -2.036
H 5.826 -4.814 -2.100
H 6.429 -3.162 -2.397
H 7.002 -4.102 0.052
H 5.207 -4.045 0.236
H 6.090 -1.937 0.784
H 4.503 -2.504 -2.279
C 1.188 -3.669 -0.896
C -0.329 -3.413 -1.088
O -1.066 -4.358 -0.413
O 1.519 -4.828 -1.629
H 1.416 -3.783 0.198
H 1.643 -2.776 -1.240
H -0.445 -3.525 -2.156
H -0.537 -2.419 -0.744
H -2.034 -4.218 -0.631
H 2.447 -4.731 -1.930
C -2.360 2.404 4.810
C -1.798 1.043 5.280
O -2.505 -0.107 4.924
O -1.614 3.381 5.665
H -3.376 2.592 4.894
H -2.118 2.454 3.791
H -1.700 1.086 6.389
H -0.781 1.080 4.897
H -2.384 -0.305 3.925
H -1.067 3.960 5.163
C 5.018 0.158 -3.385
C 5.936 0.856 -2.435
O 5.993 0.417 -1.065
O 5.448 -1.184 -3.431
H 5.061 0.603 -4.401
H 3.984 0.211 -3.015
H 5.573 1.860 -2.356
H 6.945 0.788 -2.854
H 6.268 -0.526 -0.946
H 5.043 -1.621 -4.217
C -2.503 5.503 0.860
C -3.587 4.622 1.449
O -4.045 3.651 0.454
O -1.362 4.723 0.426
H -2.161 6.139 1.680
H -2.782 6.087 0.001
H -4.471 5.218 1.762
H -3.394 3.984 2.362
H -3.937 3.969 -0.443
H -1.610 3.814 0.474
C 2.151 1.983 -6.626
C 2.844 2.752 -7.712
O 1.885 3.158 -8.718
O 1.108 2.784 -6.058
H 2.869 1.519 -5.913
H 1.618 1.163 -7.144
H 3.667 2.248 -8.139
H 3.235 3.667 -7.325
H 1.552 3.976 -8.433
H 1.512 3.497 -5.501
C 1.972 0.437 -0.230
C 2.876 1.477 0.392
O 3.899 1.921 -0.557
O 0.983 0.918 -1.128
H 1.397 -0.112 0.558
H 2.603 -0.280 -0.747
H 3.243 0.935 1.363
H 2.214 2.357 0.660
H 4.656 1.339 -0.543
H 1.227 1.480 -1.893
C -3.651 -1.678 -0.862
C -3.899 -2.811 -1.814
O -3.660 -4.025 -1.069
O -3.766 -0.466 -1.549
H -2.603 -1.857 -0.444
H -4.354 -1.697 0.017
H -3.186 -2.904 -2.661
H -4.852 -2.755 -2.336
H -4.423 -4.074 -0.458
H -2.939 -0.360 -2.054
C -6.734 -1.171 6.594
C -5.258 -1.253 6.435
O -4.966 -0.992 5.040
O -7.548 -2.221 6.189
H -7.040 -0.221 6.242
H -6.845 -1.134 7.695
H -4.907 -2.317 6.633
H -4.662 -0.565 7.147
H -4.085 -0.570 4.932
H -7.485 -2.301 5.242
C 1.074 -8.087 -0.008
C 1.995 -9.037 -0.831
O 1.264 -10.173 -1.204
O 1.646 -6.753 0.203
H 0.836 -8.511 0.951
H 0.136 -8.043 -0.597
H 2.861 -9.437 -0.316
H 2.360 -8.552 -1.726
H 0.598 -9.977 -1.857
H 1.430 -6.189 -0.515
C -4.578 -3.520 2.655
C -4.895 -4.860 2.228
O -5.604 -4.823 0.979
O -5.912 -3.009 3.133
H -4.198 -2.777 1.884
H -3.883 -3.504 3.509
H -5.500 -5.351 2.998
H -4.040 -5.444 2.027
H -6.469 -4.445 1.307
H -5.705 -2.257 3.635
C -1.279 6.191 -2.878
C -0.261 6.622 -1.850
O -1.064 7.534 -1.001
O -0.598 5.607 -3.964
H -1.924 7.017 -3.188
H -1.930 5.484 -2.494
H 0.492 7.250 -2.375
H 0.232 5.770 -1.367
H -0.769 7.342 -0.110
H -1.219 5.074 -4.524
C -0.907 1.197 1.608
C -1.084 -0.291 1.751
O -2.322 -0.525 2.432
O -1.125 1.661 0.272
H 0.108 1.492 1.906
H -1.731 1.712 2.229
H -0.253 -0.636 2.327
H -1.144 -0.805 0.715
H -3.046 -0.104 1.925
H -0.382 1.332 -0.334
C 4.108 -2.705 3.015
C 5.603 -2.727 3.277
O 6.377 -1.789 2.538
O 3.659 -1.358 3.356
H 3.608 -3.503 3.682
H 3.883 -3.025 1.965
H 6.041 -3.769 3.012
H 5.822 -2.499 4.329
H 6.006 -0.918 2.738
H 2.668 -1.400 3.585
C -1.441 3.813 -8.728
C -1.493 4.681 -7.470
O -1.992 4.009 -6.339
O -1.013 2.517 -8.333
H -0.964 4.348 -9.568
H -2.441 3.717 -9.028
H -2.010 5.591 -7.638
H -0.491 5.054 -7.296
H -1.454 3.207 -6.283
H -0.050 2.498 -8.341
*
```



Number 1: frontier orbital gap 5.94 eV, LUMO -4.4 eV, calculated total energy -3816.5614 Ha. Number 2: frontier orbital gap 9.81 eV, LUMO 0.2 eV, calculated total energy -5296.1054 Ha.